Molecular formula: C24H26O22Pd2
Method: DFT, ωB97M-V with the def2-TZVPD basis set

Results
* expectation value of S²: 8.80
* HOMO-LUMO gap (spin up / spin down): 0.175 / 0.055 Ha

ORCA input file:
```
! RIJCOSX wB97M-V def2-TZVPD def2/J DEFGRID3
* xyz 3 6
Pd -2.738 -1.997 -0.711
Pd 3.255 2.345 3.113
C -0.763 0.767 2.235
C -1.348 -0.236 1.343
C -0.300 -1.011 0.479
O -0.646 -1.694 -0.479
C 1.098 -0.617 0.605
C 1.549 0.409 1.478
C 0.548 1.102 2.309
O 0.848 2.124 3.032
O 2.834 0.607 1.624
O -2.537 -0.323 0.877
H -1.359 1.351 2.921
H 1.842 -1.208 0.091
C -2.122 -0.354 5.711
C -3.188 -1.030 4.900
O -3.865 -1.592 5.965
C -3.673 -0.901 7.146
O -4.329 -1.086 8.131
O -2.704 -0.007 6.954
H -1.842 0.441 5.020
H -1.210 -0.887 5.983
H -2.796 -1.585 4.048
H -3.701 -0.183 4.444
C 3.005 -2.691 -2.504
C 1.671 -3.386 -2.893
O 1.350 -3.005 -4.136
C 1.986 -1.871 -4.331
O 1.678 -1.130 -5.148
O 2.940 -1.595 -3.470
H 3.784 -3.444 -2.627
H 3.050 -2.239 -1.513
H 0.903 -3.028 -2.207
H 1.761 -4.472 -2.864
C 3.220 -4.121 3.062
C 3.107 -2.616 3.019
O 1.680 -2.315 3.339
C 1.052 -3.416 3.728
O 0.025 -3.554 4.329
O 1.845 -4.499 3.284
H 3.832 -4.396 3.921
H 3.527 -4.197 2.019
H 3.338 -2.150 2.061
H 3.782 -2.274 3.803
C -2.640 3.631 0.650
C -2.631 2.678 -0.542
O -3.285 3.416 -1.455
C -3.528 4.608 -1.138
O -4.054 5.481 -1.854
O -2.956 4.850 0.003
H -1.637 3.612 1.076
H -3.269 3.230 1.446
H -3.021 1.689 -0.304
H -1.620 2.436 -0.872
C 1.203 3.085 -2.164
C 2.585 3.530 -2.682
O 3.426 3.673 -1.536
C 2.745 3.212 -0.433
O 3.084 3.319 0.749
O 1.439 2.963 -0.829
H 0.897 2.198 -2.718
H 0.529 3.911 -2.391
H 2.506 4.455 -3.253
H 3.096 2.753 -3.251
C -1.232 0.566 -6.292
C -1.280 -1.034 -6.349
O -1.443 -1.417 -4.960
C -1.437 -0.338 -4.178
O -1.643 -0.490 -2.991
O -1.413 0.772 -4.852
H -1.933 1.161 -6.878
H -0.195 0.851 -6.465
H -0.443 -1.472 -6.891
H -2.243 -1.363 -6.741
*
```

Results of the Löwdin charge analysis, in e, for atoms 1 through 8: number 1, Pd, carries 0.893; number 2, Pd, carries 1.230; number 3, C, carries 0.080; number 4, C, carries -0.199; number 5, C, carries -0.224; number 6, O, carries 0.038; number 7, C, carries 0.203; number 8, C, carries -0.231



Molecular formula: C24H27BF4N5O6SSiY
Method: DFT, ωB97M-V with the def2-TZVPD basis set

Results
* energy relative to the best compared isomer or geometry (same formula, charge and spin): 55.7 kJ/mol
* HOMO-LUMO gap: 0.197 Ha

ORCA input file:
```
! RIJCOSX wB97M-V def2-TZVPD def2/J DEFGRID3
* xyz 0 1
Y 0.313 -0.261 0.077
O -2.682 6.278 0.402
C -2.395 5.570 1.587
C -1.562 4.369 1.261
C -0.931 3.660 2.279
C -0.258 2.500 1.967
N -0.167 2.014 0.723
C -0.689 2.752 -0.271
C -1.403 3.917 -0.039
C -0.410 2.251 -1.635
C -0.126 3.126 -2.670
C 0.250 2.618 -3.905
C 0.688 3.522 -5.029
O 0.456 4.890 -4.798
C 0.278 1.235 -4.065
C -0.017 0.429 -2.988
N -0.335 0.917 -1.782
H -3.223 7.042 0.618
H -3.312 5.213 2.072
H -1.858 6.192 2.311
H -0.982 4.000 3.305
H 0.238 1.935 2.744
H -1.850 4.471 -0.853
H -0.120 4.193 -2.500
H 0.235 3.187 -5.969
H 1.769 3.409 -5.132
H -0.489 5.071 -4.840
H 0.555 0.797 -5.015
H 0.009 -0.651 -3.072
F 2.241 -0.785 -1.128
B 2.915 0.232 -0.357
F 2.324 1.430 -0.757
F 4.246 0.169 -0.396
F 2.363 -0.004 0.996
C -0.065 -5.040 -0.537
Si 0.007 -3.430 0.442
C -1.167 -3.667 1.914
C 1.790 -3.265 1.087
O -0.359 -2.089 -0.396
H 0.252 -5.857 0.114
H 0.592 -5.030 -1.409
H -1.079 -5.258 -0.877
H -1.215 -4.721 2.194
H -2.181 -3.354 1.654
H -0.860 -3.113 2.803
H 2.158 -4.224 1.456
H 1.881 -2.551 1.910
H 2.462 -2.948 0.285
O -6.415 0.744 8.425
S -6.079 0.130 7.164
O -6.218 0.985 6.004
O -6.550 -1.234 6.973
C -4.281 -0.257 7.245
N -3.766 -0.694 8.394
C -2.516 -1.128 8.364
C -1.767 -1.169 7.192
C -2.390 -0.672 6.057
N -3.630 -0.193 6.093
C -1.764 -0.632 4.723
C -2.592 -0.533 3.603
C -2.028 -0.456 2.352
N -0.702 -0.469 2.143
C 0.090 -0.584 3.220
C -0.387 -0.667 4.510
H -2.099 -1.458 9.310
H -0.772 -1.591 7.172
H -3.663 -0.504 3.756
H -2.656 -0.393 1.470
H 1.159 -0.609 3.037
H 0.316 -0.743 5.328
*
```

Results of the Löwdin charge analysis, in e, for atoms 1 through 8: number 1, Y, carries 1.531; number 2, O, carries -0.046; number 3, C, carries -0.198; number 4, C, carries -0.152; number 5, C, carries 0.026; number 6, C, carries -0.085; number 7, N, carries 0.022; number 8, C, carries -0.187